No. 1
DFT (ωB97M-V/def2-TZVPD) results for a cluster of 7 separate species, C16H50N4O7 in total.

```
77
Properties=species:S:1:pos:R:3
C -3.025 3.251 -1.931
O -2.798 1.857 -2.113
C -2.919 1.098 -0.986
C -2.771 -0.422 -1.407
C -4.077 -0.986 -2.082
N -2.545 -1.188 -0.221
H -2.013 3.607 -1.735
H -3.700 3.487 -1.108
H -3.398 3.653 -2.872
H -2.119 1.322 -0.281
H -3.822 1.320 -0.417
H -1.944 -0.567 -2.102
H -4.123 -2.067 -2.216
H -4.164 -0.516 -3.062
H -4.988 -0.693 -1.561
H -2.849 -2.140 -0.363
H -3.211 -1.019 0.519
C -3.575 -0.024 3.125
O -4.465 0.231 2.018
C -5.785 0.495 2.345
C -6.593 1.416 1.425
C -6.096 2.857 1.243
N -8.018 1.597 1.808
H -3.560 0.933 3.647
H -2.584 -0.225 2.718
H -3.881 -0.821 3.803
H -6.298 -0.466 2.291
H -5.887 0.781 3.392
H -6.715 0.896 0.474
H -6.284 3.434 2.148
H -6.445 3.391 0.359
H -5.008 2.813 1.294
H -8.429 2.196 1.107
H -8.491 0.710 1.706
C 1.827 -2.134 -1.234
O 3.178 -1.912 -1.671
C 3.239 -1.582 -3.040
C 4.807 -1.309 -3.393
C 5.270 -0.023 -2.721
N 5.069 -1.142 -4.813
H 1.392 -2.970 -1.782
H 1.241 -1.226 -1.095
H 1.985 -2.469 -0.209
H 2.739 -2.360 -3.616
H 2.708 -0.657 -3.269
H 5.357 -2.173 -3.019
H 4.642 0.855 -2.872
H 6.226 0.358 -3.079
H 5.349 -0.127 -1.639
H 4.839 -1.993 -5.306
H 6.070 -1.091 -4.939
C 7.451 0.365 0.228
O 6.218 0.788 0.683
C 5.605 -0.032 1.611
C 4.114 0.412 1.738
C 3.403 -0.405 2.811
N 3.405 0.279 0.406
H 7.802 1.029 -0.562
H 7.321 -0.625 -0.208
H 8.196 0.287 1.020
H 5.513 -1.058 1.255
H 6.114 -0.076 2.574
H 4.060 1.463 2.020
H 2.356 -0.101 2.795
H 3.918 -0.144 3.735
H 3.415 -1.493 2.737
H 3.709 -0.566 -0.057
H 3.769 0.975 -0.229
O -0.319 -3.459 2.982
H -0.354 -2.583 2.597
H -0.983 -3.957 2.506
O 0.805 1.222 1.189
H 0.635 1.383 0.261
H 1.706 0.899 1.216
O -0.384 -1.210 1.433
H -0.946 -1.246 0.659
H 0.114 -0.399 1.331
```

Summary:
* charge: 0
* DFT total energy: -1385.1905 Ha
* Kohn-Sham gap: 10.1 eV
* structure (SMILES): COC[C@H](C)N.COC[C@H](C)N.COC[C@H](C)N.COC[C@H](C)N.O.O.O

In elementary charge units, the Mulliken charges are: C -0.608; O -0.415; C 0.130; C 0.433; C -1.488; N -0.430; H 0.266; H 0.214; H 0.252; H 0.340; H -0.288; H 0.212; H 0.455; H 0.400; H 0.189; H 0.273; H -0.005; C -0.699; O -0.284; C -1.033; C 0.934; C -1.443; N -0.802; H 0.373; H 0.110; H 0.345; H 0.268; H 0.454; H 0.140; H 0.435; H 0.375; H 0.254; H 0.269; H 0.267; C -0.959; O -0.346; C -0.762; C 0.524; C -1.017; N -0.762; H 0.555; H 0.333; H 0.241; H 0.384; H 0.318; H 0.233; H 0.341; H 0.425; H -0.061; H 0.265; H 0.261; C -0.840; O -0.298; C -0.719; C 0.208; C -1.478; N -0.251; H 0.240; H 0.351; H 0.318; H 0.296; H 0.516; H 0.397; H 0.393; H 0.458; H 0.296; H -0.034; H 0.227; O -0.662; H 0.398; H 0.251; O -0.769; H 0.274; H 0.382; O -0.498; H 0.385; H 0.295

No. 2
DFT (ωB97M-V/def2-TZVPD) results for a cluster of 9 separate species, C16H53N3O9 in total.

```
81
Properties=species:S:1:pos:R:3
C 0.576 3.365 2.446
O -0.404 3.045 1.491
C -1.575 2.486 2.055
C -2.439 1.888 0.952
C -3.727 1.337 1.535
N -1.764 0.867 0.154
H 0.964 2.456 2.917
H 0.171 4.020 3.232
H 1.322 3.993 1.959
H -1.291 1.638 2.697
H -2.109 3.280 2.582
H -2.763 2.709 0.295
H -4.323 0.921 0.723
H -4.248 2.093 2.119
H -3.469 0.486 2.175
H -0.847 1.271 -0.044
H -2.204 0.804 -0.762
C 0.457 2.188 -4.823
O -0.108 1.588 -3.684
C -1.501 1.814 -3.578
C -2.129 0.521 -3.123
C -2.270 -0.569 -4.185
N -3.467 0.758 -2.459
H 0.064 1.782 -5.759
H 1.543 2.099 -4.797
H 0.311 3.276 -4.857
H -1.733 2.611 -2.864
H -1.955 2.162 -4.516
H -1.408 0.086 -2.416
H -3.090 -0.393 -4.887
H -2.546 -1.524 -3.728
H -1.311 -0.716 -4.686
H -3.903 1.155 -3.298
H -3.913 -0.155 -2.401
C 4.322 1.858 4.780
O 4.348 0.697 3.979
C 3.104 0.041 3.919
C 3.109 -0.930 2.768
C 1.737 -1.497 2.412
N 3.990 -2.086 3.057
H 3.906 2.691 4.202
H 5.348 2.107 5.049
H 3.762 1.711 5.707
H 2.923 -0.558 4.823
H 2.250 0.724 3.836
H 3.518 -0.403 1.895
H 1.670 -1.743 1.348
H 0.909 -0.817 2.608
H 1.525 -2.463 2.868
H 4.949 -1.772 3.193
H 4.054 -2.599 2.179
C 1.724 0.953 -0.445
C 2.714 1.914 -1.038
O 3.742 1.246 -1.765
H 1.173 1.542 0.293
H 2.130 0.055 0.013
H 0.963 0.653 -1.173
H 3.180 2.456 -0.204
H 2.218 2.686 -1.635
H 4.432 1.881 -1.972
C 0.053 -4.322 -1.942
C 0.254 -3.070 -2.791
O 0.632 -1.990 -1.929
H -0.536 -4.127 -1.045
H 1.023 -4.689 -1.603
H -0.429 -5.112 -2.516
H -0.676 -2.819 -3.309
H 1.081 -3.292 -3.470
H 1.041 -1.317 -2.486
O -2.751 -4.409 1.588
H -3.081 -4.031 0.753
H -2.077 -3.777 1.876
O -1.058 -1.817 0.185
H -1.348 -0.868 0.191
H -0.366 -1.856 -0.511
O -3.490 -3.239 -0.852
H -4.255 -2.732 -1.144
H -2.755 -2.598 -0.815
O -1.234 -2.240 3.021
H -1.130 -1.909 2.107
H -1.516 -1.474 3.529
```

Summary:
* charge: 0
* DFT total energy: -1482.7525 Ha
* Kohn-Sham gap: 9.5 eV
* structure (SMILES): COC[C@H](C)N.COC[C@H](C)N.COC[C@H](C)N.CCO.CCO.O.O.O.O

In elementary charge units, the Mulliken charges are: C -0.615; O -0.364; C -0.788; C 0.410; C -1.477; N 0.040; H 0.072; H 0.457; H 0.235; H 0.310; H 0.455; H 0.203; H 0.348; H 0.466; H 0.243; H -0.058; H -0.217; C -0.987; O -0.166; C -1.091; C 1.718; C -1.746; N -0.635; H 0.379; H 0.242; H 0.366; H 0.328; H 0.497; H -0.702; H 0.424; H 0.333; H 0.404; H 0.400; H 0.175; C -0.741; O -0.327; C -0.545; C 1.151; C -1.311; N -0.866; H 0.225; H 0.283; H 0.332; H 0.319; H -0.023; H 0.194; H 0.240; H -0.017; H 0.578; H 0.284; H 0.240; C 1.316; C -0.791; O -0.557; H -0.386; H 0.097; H -0.683; H 0.349; H 0.364; H 0.307; C -1.138; C -0.078; O -0.534; H 0.177; H 0.356; H 0.353; H 0.050; H 0.406; H 0.209; O -0.704; H 0.379; H 0.309; O -0.063; H 0.698; H 0.029; O -0.728; H 0.291; H 0.336; O -0.662; H 0.318; H 0.309

Record order is preserved below.
Energy above the lowest of the compared OMol25 structures with the same formula, charge and spin: 31.4 0.0 kcal/mol
Record order is preserved below.
HOMO level: -9.47 -9.09 eV